Entry P
DFT (the ωB97M-V functional and the def2-TZVPD basis) results for a 2-piece molecular cluster, C7H17NPS overall.

Last column: Mulliken charge in e.
CARTESIAN COORDINATES (ANGSTROEM)
C  2.909  0.816  -1.027  -0.652
C  2.671  0.920  0.515  -0.757
C  2.105  -0.333  -1.647  -0.625
C  1.266  1.375  0.859  -0.671
C  0.603  -0.060  -1.541  -0.691
C  0.617  -1.528  1.001  -1.045
C  -5.251  -0.989  0.886  -0.028
N  -4.969  0.218  0.662  -0.052
P  0.112  0.120  0.235  0.593
S  -1.838  0.718  0.246  -0.576
H  2.605  1.639  -1.575  0.402
H  4.037  0.600  -1.247  0.289
H  3.115  0.044  0.955  0.342
H  3.304  1.648  0.953  0.396
H  2.326  -0.398  -2.742  0.349
H  2.306  -1.290  -1.134  0.345
H  0.990  1.443  1.963  0.347
H  1.041  2.297  0.396  0.395
H  0.171  1.016  -1.728  0.306
H  0.156  -0.918  -1.911  0.404
H  1.566  -1.643  0.418  0.277
H  -0.202  -2.210  0.775  0.329
H  0.845  -1.479  2.057  0.349
H  -4.441  -1.794  1.027  0.234
H  -6.260  -1.313  1.132  0.285
H  -5.725  0.805  0.396  0.324
H  -4.059  0.295  0.076  0.132

Calculated values
2S+1   1
Orbital gap   6.602 eV
Net charge   +1

Entry Q
DFT (the ωB97M-V functional and the def2-TZVPD basis) results for an isolated ion of composition C7H17NPS and charge +1.

Last column: Mulliken charge in e.
CARTESIAN COORDINATES (ANGSTROEM)
C  0.283  2.698  -0.782  -1.264
C  0.268  1.265  -1.116  -0.352
C  0.790  0.329  -0.069  0.047
C  -0.242  0.624  1.472  -0.662
C  -1.623  0.350  1.226  -1.110
P  2.497  0.993  0.594  0.277
S  3.644  -0.564  0.273  -0.234
N  0.992  -1.075  -0.297  0.138
C  0.173  -1.715  -1.330  -0.953
C  1.036  -1.967  0.873  -0.998
H  -0.094  3.372  -1.589  0.385
H  1.384  3.071  -0.538  0.318
H  -0.452  2.982  0.014  0.249
H  -0.769  1.054  -1.547  0.321
H  0.982  1.099  -2.014  0.330
H  0.186  0.010  2.318  0.450
H  0.029  1.672  1.757  0.518
H  -1.927  1.165  0.535  0.257
H  -2.212  0.475  2.045  0.501
H  -1.815  -0.707  0.926  0.181
H  1.977  -1.123  -0.734  0.271
H  0.487  -1.579  -2.349  0.370
H  0.553  -2.780  -1.343  0.440
H  -0.927  -1.753  -1.220  0.310
H  1.515  -2.893  0.464  0.404
H  1.672  -1.586  1.666  0.485
H  0.074  -2.419  1.314  0.319

Calculated values
SMILES string   CCC(CC)(P=S)[NH+](C)C
2S+1   1
Orbital gap   7.770 eV
Net charge   +1

Stability check: which of them is least stable? entry Q.

Entry P
DFT (the ωB97M-V functional and the def2-TZVPD basis) results for C40H22BrCl2F4GaN3O6PS2Se as an isolated structure.

Last column: Mulliken charge in e.
CARTESIAN COORDINATES (ANGSTROEM)
Ga  -0.051  2.351  -1.124  0.745
S  0.905  4.165  -2.260  -0.548
C  1.800  3.048  -3.216  0.301
C  3.120  3.449  -3.539  -1.027
C  3.886  2.690  -4.428  0.755
C  5.219  3.085  -4.708  -0.102
N  6.298  3.494  -4.958  -0.618
C  3.313  1.538  -5.033  0.419
C  2.066  1.090  -4.600  -0.724
C  1.278  1.809  -3.740  0.296
S  -0.213  1.192  -3.147  -0.214
C  4.038  0.669  -5.874  -0.049
N  4.628  -0.067  -6.547  -0.602
H  3.539  4.345  -3.093  0.469
H  1.714  0.151  -5.039  0.405
F  -4.061  -6.787  2.608  -0.316
C  -3.700  -5.774  1.820  0.600
C  -4.599  -5.254  0.858  0.190
F  -5.809  -5.799  0.817  -0.319
C  -4.208  -4.268  -0.008  0.256
F  -5.148  -3.974  -0.998  -0.312
C  -2.919  -3.738  0.043  -0.510
P  -2.114  -2.321  -0.785  1.367
C  -0.856  -3.269  -1.822  0.387
C  0.317  -2.548  -1.983  -0.131
C  1.348  -3.113  -2.733  -0.467
C  1.248  -4.369  -3.271  -0.748
C  0.078  -5.071  -3.096  -0.847
C  -1.023  -4.514  -2.369  -0.410
C  -3.286  -1.802  -1.984  0.876
C  -3.563  -2.506  -3.132  -0.146
C  -4.344  -1.953  -4.108  -0.688
C  -4.777  -0.650  -4.014  -0.673
C  -4.523  0.069  -2.813  -0.528
C  -3.765  -0.497  -1.830  -0.849
C  -2.074  -4.227  1.040  -0.277
Br  -0.326  -3.424  1.194  -0.114
C  -2.436  -5.222  1.930  0.218
F  -1.636  -5.675  2.884  -0.330
H  0.442  -1.569  -1.447  0.307
H  2.282  -2.526  -2.787  0.446
H  2.027  -4.656  -3.911  0.440
H  0.126  -6.130  -3.334  0.270
H  -1.939  -5.074  -2.241  0.430
H  -3.234  -3.511  -3.229  0.275
H  -4.638  -2.532  -4.983  0.366
H  -5.375  -0.270  -4.800  0.429
H  -4.831  1.073  -2.675  0.484
H  -3.498  0.011  -0.900  0.292
O  -3.752  2.042  0.852  -0.675
Se  -2.070  2.222  0.902  0.886
O  -1.404  2.249  2.416  -0.596
O  -1.229  0.956  0.068  -0.444
O  -1.353  3.474  -0.184  -0.536
Cl  4.148  3.585  3.382  -0.255
C  2.880  4.383  4.255  0.622
C  3.211  5.594  4.893  -0.633
C  2.183  6.302  5.552  -0.447
C  0.818  5.950  5.335  -0.452
C  0.480  4.814  4.632  0.228
Cl  -1.143  4.367  4.408  -0.138
C  1.544  3.958  4.028  -0.439
N  1.123  2.783  3.377  0.892
C  1.231  1.473  3.829  0.736
C  0.617  1.013  4.956  -0.395
C  0.609  -0.363  5.267  -0.694
C  1.293  -1.235  4.492  -0.718
C  1.945  -0.776  3.369  -0.909
C  1.966  0.578  3.012  0.486
C  2.787  0.918  1.783  -0.615
C  2.017  0.903  0.443  0.691
O  2.114  -0.022  -0.332  -0.667
O  1.342  2.002  0.251  -0.277
H  4.246  5.838  4.887  0.438
H  2.415  7.072  6.277  0.346
H  -0.008  6.582  5.611  0.398
H  0.457  2.872  2.636  -0.112
H  0.064  1.688  5.592  0.358
H  0.080  -0.675  6.156  0.382
H  1.378  -2.285  4.792  0.364
H  2.492  -1.521  2.801  0.459
H  3.569  0.186  1.750  0.563
H  3.225  1.931  1.881  -0.319

Calculated values
2S+1   1
Orbital gap   6.823 eV
Net charge   -2

Entry Q
DFT (the ωB97M-V functional and the def2-TZVPD basis) results for C40H22BrCl2F4GaN3O6PS2Se as an isolated structure.

Last column: Mulliken charge in e.
CARTESIAN COORDINATES (ANGSTROEM)
Ga  12.135  15.202  15.436  0.672
S  13.078  15.656  17.441  -0.389
C  14.451  16.681  17.127  0.410
C  15.212  17.187  18.196  -0.932
C  16.303  18.014  17.893  0.305
C  17.277  18.227  18.841  0.073
N  18.139  18.377  19.633  -0.655
C  16.407  18.673  16.639  0.329
C  15.749  18.057  15.566  -0.460
C  14.900  16.972  15.839  0.120
S  13.999  16.375  14.406  0.001
C  17.170  19.869  16.547  0.034
N  17.658  20.895  16.283  -0.588
H  14.997  16.994  19.262  0.362
H  15.883  18.505  14.590  0.465
F  5.932  15.422  6.090  -0.352
C  7.070  15.087  6.743  -0.065
C  8.252  15.248  6.005  0.416
F  8.432  15.678  4.742  -0.301
C  9.386  14.995  6.763  -0.262
F  10.509  15.102  5.995  -0.423
C  9.323  14.894  8.148  0.340
P  10.766  15.392  9.109  1.389
C  12.052  14.161  8.716  0.257
C  12.110  13.333  7.580  -0.242
C  13.120  12.368  7.470  -0.594
C  14.088  12.196  8.483  -0.400
C  13.973  12.982  9.642  -0.548
C  12.873  13.838  9.774  -0.541
C  11.345  16.902  8.123  0.326
C  10.352  17.885  7.940  -0.372
C  10.581  19.122  7.330  -0.590
C  11.852  19.446  6.891  -0.403
C  12.811  18.481  7.036  -0.564
C  12.585  17.197  7.593  -0.411
C  8.159  14.480  8.826  -0.626
Br  8.050  13.553  10.543  -0.212
C  7.034  14.462  8.038  0.635
F  5.926  13.799  8.430  -0.343
H  11.338  13.392  6.858  0.382
H  13.107  11.651  6.638  0.367
H  14.905  11.461  8.339  0.328
H  14.646  12.842  10.505  0.447
H  12.728  14.336  10.752  0.278
H  9.295  17.714  8.216  0.250
H  9.740  19.777  7.045  0.300
H  12.106  20.364  6.366  0.355
H  13.816  18.720  6.782  0.376
H  13.363  16.490  7.773  0.440
O  10.876  18.944  15.745  -0.644
Se  11.282  18.058  14.500  0.827
O  13.086  17.758  14.623  -0.374
O  10.712  16.407  14.710  -0.538
O  10.550  15.634  10.565  -0.631
Cl  11.172  7.107  12.520  -0.180
C  12.793  7.560  12.223  0.913
C  13.546  6.722  11.410  -0.459
C  14.925  6.934  11.172  -0.576
C  15.522  8.080  11.749  -0.557
C  14.768  8.967  12.544  0.538
Cl  15.622  10.082  13.492  -0.203
C  13.406  8.728  12.822  -0.844
N  12.634  9.765  13.417  0.336
C  11.916  9.603  14.568  0.569
C  12.165  8.476  15.373  -0.405
C  11.350  8.136  16.418  -0.577
C  10.253  8.942  16.799  -0.794
C  10.073  10.102  16.072  -0.523
C  10.826  10.422  14.938  0.617
C  10.465  11.661  14.083  -1.284
C  11.450  12.852  14.162  0.666
O  11.268  13.568  15.278  -0.079
O  12.324  13.146  13.327  -0.658
H  13.027  5.965  10.798  0.322
H  15.560  6.279  10.549  0.346
H  16.497  8.506  11.438  0.300
H  12.785  10.697  13.074  0.100
H  12.941  7.777  15.097  0.457
H  11.517  7.188  17.018  0.263
H  9.540  8.752  17.568  0.415
H  9.300  10.814  16.306  0.404
H  9.456  12.042  14.399  0.486
H  10.416  11.373  13.020  0.384

Calculated values
2S+1   1
Orbital gap (spin up / spin down)   4.544 / 3.715 eV
Net charge   -2

Stability check: which of them is least stable? entry Q.

Entry P
DFT (the ωB97M-V functional and the def2-TZVPD basis) results for a 2-piece molecular cluster, C4H5ClOS overall.

Last column: Mulliken charge in e.
CARTESIAN COORDINATES (ANGSTROEM)
C  -1.701  0.824  1.601  0.440
C  -1.733  -0.729  -0.557  -0.647
C  -1.271  0.345  0.324  0.233
C  1.123  0.661  0.396  -0.717
O  -1.440  1.835  2.164  -0.436
S  -1.803  0.958  -1.224  -0.111
Cl  -2.747  -0.396  2.418  -0.229
H  -0.993  -1.369  -1.016  0.253
H  -2.692  -1.200  -0.371  0.318
H  1.191  1.118  1.362  0.298
H  1.205  1.285  -0.469  0.295
H  1.394  -0.372  0.311  0.302

Calculated values
2S+1   1
Orbital gap (spin up / spin down)   7.727 / 7.715 eV

Entry Q
DFT (the ωB97M-V functional and the def2-TZVPD basis) results for C4H5ClOS as an isolated structure.

Last column: Mulliken charge in e.
CARTESIAN COORDINATES (ANGSTROEM)
C  -0.825  0.021  0.509  -0.013
C  -1.671  1.376  0.568  -0.364
C  -0.003  0.605  -0.524  0.168
C  1.406  0.699  -0.021  -0.446
H  -0.345  -0.496  1.572  0.288
H  -2.870  1.367  0.392  0.298
H  -1.344  1.932  1.833  0.254
H  0.045  -0.173  -1.347  0.435
H  1.457  1.705  0.609  0.242
O  -0.609  1.897  -0.691  -0.471
S  2.511  -0.510  0.112  -0.182
Cl  -1.511  -1.621  -0.148  -0.209

Calculated values
2S+1   1
Orbital gap   8.274 eV

Stability check: which of them is least stable? entry Q.

Entry P
DFT (the ωB97M-V functional and the def2-TZVPD basis) results for a 2-piece molecular cluster, C3H13N2O overall.

Last column: Mulliken charge in e.
CARTESIAN COORDINATES (ANGSTROEM)
N  -0.519  -0.870  -0.446  -0.242
C  0.131  -0.090  0.626  -0.523
C  0.042  1.526  0.304  -0.461
N  -0.226  1.733  -1.078  -0.489
C  0.262  1.510  -2.466  -0.791
H  -0.162  -1.808  -0.565  0.379
H  -0.518  -0.380  -1.368  0.181
H  -1.522  -1.039  -0.241  0.386
H  1.184  -0.318  0.643  0.316
H  -0.328  -0.286  1.593  0.347
H  0.961  2.018  0.610  0.369
H  -0.750  1.908  0.957  0.299
H  -1.172  1.458  -1.255  0.327
H  -0.637  1.639  -3.195  0.301
H  0.996  2.224  -2.779  0.294
H  0.736  0.530  -2.628  0.308
H  1.241  -3.494  3.558  0.322
H  -0.287  -3.229  3.664  0.309
O  0.569  -3.032  4.068  -0.632

Calculated values
2S+1   1
Orbital gap   9.243 eV
Net charge   +1

Entry Q
DFT (the ωB97M-V functional and the def2-TZVPD basis) results for a 2-piece molecular cluster, C3H13N2O overall.

Last column: Mulliken charge in e.
CARTESIAN COORDINATES (ANGSTROEM)
C  1.274  0.296  0.816  -0.631
C  -0.165  0.124  1.344  -0.524
C  -1.289  0.390  0.364  -0.672
N  -1.079  1.664  -0.411  -0.287
N  1.374  0.210  -0.648  -0.573
H  1.614  1.287  1.080  0.420
H  1.927  -0.378  1.340  0.364
H  -0.288  0.777  2.199  0.342
H  -0.341  -0.896  1.724  0.325
H  -2.252  0.458  0.882  0.394
H  -1.372  -0.379  -0.389  0.347
H  -1.174  2.505  0.164  0.338
H  -0.118  1.516  -0.840  0.385
H  -1.757  1.762  -1.173  0.371
H  2.288  0.531  -0.964  0.236
H  1.241  -0.748  -1.000  0.160
H  0.671  -2.995  -1.968  0.320
H  -0.699  -3.274  -1.342  0.318
O  0.146  -2.850  -1.179  -0.635

Calculated values
2S+1   1
Orbital gap   10.682 eV
Net charge   +1

Entry R
DFT (the ωB97M-V functional and the def2-TZVPD basis) results for a 2-piece molecular cluster, C3H13N2O overall.

Last column: Mulliken charge in e.
CARTESIAN COORDINATES (ANGSTROEM)
C  -1.376  0.833  0.003  -0.421
N  -1.551  0.496  1.388  -0.554
C  0.022  0.345  -0.474  -1.093
N  1.030  0.569  0.706  -0.164
C  2.347  -0.017  0.362  -0.788
H  -2.081  0.512  -0.759  0.321
H  -1.342  1.926  -0.057  0.417
H  -2.106  1.078  1.990  0.196
H  -1.717  -0.495  1.509  0.205
H  0.055  -0.732  -0.651  0.677
H  0.433  0.987  -1.239  0.431
H  0.514  0.118  1.463  0.420
H  1.067  1.583  0.694  0.339
H  2.508  0.098  -0.707  0.343
H  3.152  0.379  0.965  0.342
H  2.270  -1.097  0.483  0.331
H  -0.716  -2.926  -1.794  0.317
H  -1.294  -1.523  -2.310  0.339
O  -1.214  -2.135  -1.570  -0.657

Calculated values
2S+1   1
Orbital gap   10.842 eV
Net charge   +1

Stability check: which of them is least stable? entry P.